# 1
{
  "formula": "C4H12N3",
  "method": "wB97M-V/def2-TZVPD",
  "total_charge": 1,
  "orbital_gap_ev": 9.0,
  "homo_energy_ev": -13.4,
  "relative_energy_kj_mol": 187.9,
  "species": ["C", "C", "C", "N", "H", "H", "H", "H", "H", "H", "H", "H", "N", "C", "N", "H", "H", "H", "H"],
  "xyz": [[-2.2378, -2.0275, 0.5142], [-1.0356, -1.1049, 0.4339], [0.1158, -0.2197, -1.5405], [-0.9424, -0.4058, -0.8508], [-3.1226, -1.5292, 0.1124], [-2.0931, -2.9496, -0.0446], [-2.4430, -2.2585, 1.5553], [-1.1654, -0.2866, 1.1522], [-0.0845, -1.5707, 0.6714], [0.0467, 0.4712, -2.3674], [0.9572, -0.8542, -1.3241], [-1.7570, 0.1450, -1.1180], [1.9900, 0.3196, 0.6581], [1.3489, 1.5171, 0.7991], [0.9278, 2.1938, -0.2025], [2.5129, 0.2109, -0.1943], [2.4456, -0.0627, 1.4621], [1.2117, 1.8473, 1.8311], [0.6759, 3.1099, 0.1559]],
  "atomic_forces_ev_per_a": [[-0.023, 0.071, -0.295], [-0.413, 0.253, 0.484], [-1.045, -0.473, -0.063], [0.397, 0.445, -0.234], [-0.027, -0.008, 0.064], [0.052, -0.029, 0.034], [0.040, -0.107, 0.032], [0.060, -0.091, 0.012], [0.057, -0.120, -0.269], [0.338, -0.055, -0.107], [0.309, 0.254, -0.018], [0.013, -0.073, 0.170], [-0.195, -0.288, -0.162], [-0.044, 0.648, -0.129], [0.554, -0.434, 0.558], [0.169, 0.072, -0.054], [0.150, -0.040, 0.291], [0.145, -0.063, 0.025], [-0.538, 0.037, -0.338]],
  "nbo_charge": [-0.624, -0.235, 0.148, -0.392, 0.220, 0.233, 0.250, 0.229, 0.234, 0.246, 0.223, 0.432, -0.841, 0.276, -0.743, 0.395, 0.408, 0.172, 0.368]
}


# 2
{
  "formula": "C4H12N3",
  "method": "wB97M-V/def2-TZVPD",
  "total_charge": 1,
  "orbital_gap_ev": 10.4,
  "homo_energy_ev": -13.4,
  "smiles": "[H]/N=C/NCCC[NH3+]",
  "relative_energy_kj_mol": 100.9,
  "species": ["C", "C", "C", "N", "C", "N", "N", "H", "H", "H", "H", "H", "H", "H", "H", "H", "H", "H", "H"],
  "xyz": [[-0.7018, 0.0533, 1.6522], [-1.4076, 0.2286, 0.3035], [-0.8983, -0.7405, -0.7746], [1.8886, -0.3208, -0.8076], [1.1548, 0.0083, -1.8217], [-0.1913, -0.0387, -1.8660], [0.7204, 0.5425, 1.6406], [-0.6535, -1.0004, 1.8999], [-1.2761, 0.6009, 2.3887], [-2.4673, 0.0263, 0.5098], [-1.5062, 1.2913, 0.0821], [-0.2247, -1.3996, -0.2279], [-1.6299, -1.3361, -1.3206], [2.8701, -0.2472, -1.0427], [1.7006, 0.3272, -2.7193], [-0.4966, -0.0214, -2.8271], [1.2953, 0.0497, 0.8260], [0.7215, 1.5574, 1.5265], [1.1020, 0.4191, 2.5783]],
  "atomic_forces_ev_per_a": [[-0.364, -0.011, -0.836], [-1.152, -0.239, 0.750], [0.096, 1.066, -1.015], [-0.940, 0.323, 0.572], [1.576, -0.106, 0.066], [1.393, -0.291, 0.445], [-0.158, -0.022, -0.083], [-0.058, -0.113, 0.261], [0.216, 0.018, 0.399], [0.170, -0.388, 0.104], [0.673, 0.030, -0.673], [0.244, -0.346, -0.676], [-0.444, 0.084, 0.734], [0.011, 0.060, 0.086], [-0.734, -0.023, -0.111], [-0.790, -0.140, 0.313], [-0.255, 0.594, 0.352], [0.139, -0.073, -0.494], [0.377, -0.422, -0.193]],
  "nbo_charge": [-0.221, -0.451, -0.240, -0.827, 0.323, -0.585, -0.727, 0.221, 0.232, 0.253, 0.237, 0.215, 0.240, 0.382, 0.189, 0.420, 0.481, 0.425, 0.432]
}


# 3
{
  "formula": "C4H12N3",
  "method": "wB97M-V/def2-TZVPD",
  "total_charge": 1,
  "orbital_gap_ev": 10.6,
  "homo_energy_ev": -14.0,
  "smiles": "N/C=C(\\[NH3+])CCN",
  "relative_energy_kj_mol": 226.4,
  "species": ["C", "C", "C", "C", "N", "N", "N", "H", "H", "H", "H", "H", "H", "H", "H", "H", "H", "H", "H"],
  "xyz": [[-1.3371, 1.5193, 0.6075], [-0.6706, 0.2775, 1.1608], [0.3903, -0.2651, 0.2336], [1.4753, -0.8909, 0.6763], [2.3612, -1.4830, -0.3010], [-0.1987, -0.6715, -1.0918], [-1.7204, 1.4519, -0.8669], [-0.5911, 2.3211, 0.5887], [-2.2362, 1.8863, 1.1139], [-0.3228, 0.5646, 2.1572], [-1.4203, -0.4985, 1.3270], [1.5882, -1.2451, 1.7116], [3.2938, -1.1787, -0.0310], [2.3369, -2.4949, -0.1811], [-0.7284, -1.5306, -0.9776], [0.5466, -0.7597, -1.7852], [-2.7335, 1.5482, -0.9982], [-1.5635, 2.4207, -1.1526], [-0.7615, 0.2067, -1.3025]],
  "atomic_forces_ev_per_a": [[-0.396, 1.280, -1.325], [-0.849, 0.073, -0.197], [-0.924, -1.592, 1.563], [0.157, -1.182, -1.013], [-0.422, 0.134, 0.588], [1.888, 1.794, 0.441], [-0.530, 1.499, 0.260], [-0.102, -0.082, 0.561], [0.506, -0.408, 0.606], [0.466, -0.320, -0.266], [-0.147, -0.161, -0.024], [0.241, 1.362, -0.032], [0.131, -0.233, -0.336], [0.264, 0.050, -0.072], [-0.126, 0.055, -0.171], [0.074, -0.460, 0.077], [0.018, -1.244, 0.387], [0.868, -0.288, -0.506], [-1.117, -0.278, -0.542]],
  "nbo_charge": [-0.222, -0.476, 0.104, 0.030, -0.872, -0.745, -0.866, 0.202, 0.222, 0.266, 0.219, 0.220, 0.394, 0.382, 0.434, 0.457, 0.393, 0.390, 0.468]
}


# 4
{
  "formula": "C4H12N3O",
  "method": "wB97M-V/def2-TZVPD",
  "total_charge": 1,
  "orbital_gap_ev": 8.9,
  "homo_energy_ev": -13.8,
  "relative_energy_kj_mol": 97.9,
  "species": ["C", "C", "C", "N", "H", "H", "H", "H", "H", "H", "H", "H", "N", "C", "N", "O", "H", "H", "H", "H"],
  "xyz": [[-0.3494, 2.3216, -1.4447], [0.0731, 1.5226, -0.2412], [-1.2265, 0.7165, 1.6647], [-1.0476, 0.8548, 0.4122], [-1.0951, 1.7523, -2.0530], [-0.8691, 3.2697, -1.1905], [0.5979, 2.5955, -1.9391], [0.6993, 0.6965, -0.6088], [0.6189, 2.0666, 0.5497], [-1.9718, 0.0123, 1.9920], [-0.5369, 1.1767, 2.3928], [-1.5856, 0.2218, -0.1843], [0.1851, -2.7397, 0.8720], [1.0935, -1.8139, 0.3467], [1.2396, -1.9334, -1.0225], [1.6853, -0.9521, 1.0293], [0.2125, -2.7096, 1.8889], [0.1170, -3.6292, 0.4088], [0.4019, -2.2690, -1.5027], [1.7578, -1.1601, -1.3700]],
  "atomic_forces_ev_per_a": [[-0.704, 0.986, 0.048], [0.518, -0.131, 0.176], [0.914, -0.103, 0.095], [-0.076, -0.930, 0.507], [1.052, 0.312, 0.023], [0.384, -0.527, 0.061], [-0.743, -0.241, -0.385], [-0.007, 0.245, 0.468], [-0.166, -0.141, -0.569], [-0.327, 0.066, 0.176], [-0.537, 0.047, -0.530], [-0.185, 0.458, -0.007], [0.724, 1.522, 0.451], [0.367, 0.282, 0.810], [-0.864, -0.203, 1.086], [-1.396, -1.461, -1.196], [-0.083, -0.543, -0.399], [0.004, -0.191, 0.200], [0.807, 0.274, -0.144], [0.319, 0.278, -0.869]],
  "nbo_charge": [-0.631, -0.236, 0.139, -0.375, 0.221, 0.236, 0.254, 0.241, 0.238, 0.229, 0.242, 0.432, -0.868, 0.767, -0.837, -0.671, 0.410, 0.408, 0.398, 0.403]
}